DFT (wB97M-V/def2-TZVPD) results for a molecular structure, C22H22Cl2N4O3PtTe.

E = -2603.378730 Eh
Total charge = +2
Spin multiplicity = 5
Expectation value of S² = 6.034
LUMO energy (spin up / spin down) = -6.126 / -9.053 eV

The geometry in XYZ format:
```
55
Properties=species:S:1:pos:R:3:forces:R:3
H 4.076653 -1.116016 2.085698 0.04 -0.04 0.06
H -1.150515 1.033984 3.220984 0.02 -0.04 -0.05
H 3.938913 0.972382 -2.403806 0.07 0.02 -0.03
C -1.514901 1.635016 2.383411 -0.16 0.17 0.21
Pt -0.246642 -0.172926 -0.103934 0.30 0.26 0.17
C -2.509072 3.064211 -2.372723 0.03 -0.04 -0.02
N 1.524119 0.537829 -1.242941 -0.36 -0.33 0.28
C -0.764257 -1.381279 -3.659461 0.08 0.06 0.09
H -1.195398 3.519503 3.379138 -0.04 0.04 0.03
C 2.787891 -0.425454 0.518165 0.08 0.02 -0.16
Cl 6.611141 0.643641 -1.638104 0.01 0.01 -0.01
C 3.963589 0.523869 -1.426009 0.09 0.12 -0.24
O -0.480082 1.765426 1.383963 0.06 -0.13 -0.02
H -3.602041 -2.898319 3.096221 0.00 -0.01 -0.03
H -2.334476 3.596257 2.022167 -0.02 0.02 0.02
N -0.946658 1.503351 -1.504445 0.18 -0.30 0.32
O 2.251284 -1.549644 3.100302 0.01 0.03 -0.06
C -0.076263 1.842245 -2.454263 -0.05 0.21 -0.24
C 4.034470 -0.664799 1.111583 -0.01 -0.14 0.18
H -2.323371 1.085835 1.896365 0.04 0.00 -0.02
H 0.247863 2.281298 1.754402 0.07 -0.05 -0.05
C -0.007128 -1.808704 2.514982 -0.02 -0.11 0.32
H -2.117906 -4.030229 -0.825034 -0.01 0.07 0.02
C 1.278605 1.205888 -2.424409 0.16 0.01 -0.12
O 2.044946 1.334758 -3.347811 -0.05 0.01 0.03
Te -1.907589 -1.545592 -1.867264 0.24 -0.42 -0.28
H -1.940512 -4.105930 -2.592467 -0.02 0.04 -0.01
N -0.938142 -1.524615 1.606328 0.02 0.21 -0.38
Cl 6.691015 -0.647065 1.224967 -0.02 -0.01 0.01
H 0.509389 -2.710061 4.369176 -0.01 0.01 0.01
C -1.601966 -2.908423 3.904613 0.04 0.01 0.00
H -0.503607 -3.836225 -1.564969 0.00 0.04 0.00
C -1.567073 -3.647186 -1.679752 0.04 0.10 0.08
C -0.375751 2.788541 -3.419624 -0.02 -0.05 0.05
H -2.812851 1.779675 -0.667512 0.02 0.01 0.00
H 0.254300 -1.695415 -3.446233 -0.01 0.00 -0.01
H -1.866461 4.173749 -4.101014 -0.03 -0.02 -0.01
C -0.295195 -2.506151 3.677018 -0.05 0.05 -0.08
H -1.216459 -2.030581 -4.404958 -0.06 -0.01 0.05
H -1.860815 -3.446616 4.806559 -0.01 -0.01 -0.01
C -2.570244 -2.608668 2.956768 0.04 0.03 -0.01
C -2.194772 -1.920438 1.816961 -0.20 -0.07 0.00
C 1.398708 -1.358274 2.267313 0.14 -0.02 0.00
C -1.996436 2.989438 2.861805 0.12 -0.13 -0.12
C -2.140774 2.092697 -1.457281 -0.16 0.04 0.06
H -3.482179 3.528615 -2.301031 0.00 0.00 0.02
C 5.169593 0.260053 -0.830773 -0.18 -0.01 -0.02
H -2.824868 2.860326 3.557570 0.02 0.03 0.03
H -2.926562 -1.677180 1.055237 0.01 0.05 0.01
C -1.612960 3.415262 -3.372771 0.05 -0.02 0.03
H -0.780705 -0.353155 -4.011238 -0.05 0.00 0.04
C 5.205630 -0.338201 0.470133 -0.14 0.02 -0.02
H 0.363871 3.015576 -4.174878 0.01 0.02 0.02
N 1.580283 -0.763861 1.037060 -0.35 0.33 -0.38
C 2.752371 0.221590 -0.784187 0.05 -0.06 0.21
```
Positions in Å, forces in eV/Å.